No. 1
C47H54BBiBrN10S3 | ωB97M-V with the def2-TZVPD basis set

```
117
Properties=species:S:1:pos:R:3:forces:R:3
Bi 0.98424 -1.93113 2.23349 -0.067 0.062 -0.220
C -2.60475 -2.95560 -1.50288 -0.017 0.014 -0.034
C -2.32984 -1.51701 -1.20110 0.023 -0.035 0.028
C -3.26321 -0.54342 -1.40648 -0.025 0.062 0.008
C -2.97503 0.80403 -1.09371 0.060 0.000 -0.036
N -1.78924 1.13748 -0.65537 -0.037 -0.111 -0.032
N -0.84796 0.19697 -0.50462 -0.005 0.092 -0.007
B 0.52429 0.85520 -0.13880 0.012 0.076 0.018
N 1.68197 0.23749 -0.95023 -0.119 0.045 0.000
N 1.30186 0.42381 -2.22461 0.034 -0.033 0.047
C 2.08824 0.04832 -3.19713 0.019 0.004 -0.029
C 3.36719 -0.47249 -2.90279 0.001 0.012 0.001
C 3.75947 -0.66980 -1.61008 -0.035 -0.001 0.023
C 5.10625 -1.22980 -1.28009 -0.001 0.025 -0.007
C 2.82411 -0.35201 -0.57977 0.095 -0.078 -0.103
S 3.21000 -0.77419 1.05289 -0.013 -0.009 0.157
C 1.51930 0.19432 -4.59964 0.013 -0.022 0.000
C 2.51990 -0.25357 -5.66335 0.002 -0.001 -0.012
C 1.13829 1.66056 -4.82715 -0.016 -0.032 0.012
C 0.26171 -0.68548 -4.67587 -0.018 0.009 -0.013
N 0.43822 2.40804 -0.33437 -0.011 -0.062 -0.055
N 0.27903 3.18238 -1.39644 0.014 -0.024 0.054
C 0.10045 4.46153 -1.13845 -0.063 0.066 0.017
C 0.06701 4.95435 0.19739 -0.010 -0.033 -0.009
C 0.21756 4.13572 1.28531 0.006 -0.021 -0.046
C 0.19412 4.57944 2.71032 -0.013 0.007 -0.001
C 0.40709 2.79453 0.92707 0.018 0.031 0.057
S 0.64018 1.29533 1.79257 0.035 0.017 -0.030
C -0.10325 5.42101 -2.29664 0.024 -0.015 0.010
C 1.00247 6.48692 -2.25123 -0.002 0.009 -0.022
C -0.04240 4.68960 -3.63401 0.034 0.039 0.001
C -1.47999 6.08540 -2.13839 -0.006 0.005 -0.017
C -1.06282 -1.11183 -0.69300 0.017 0.071 0.055
S 0.16217 -2.30024 -0.37497 0.024 -0.017 0.105
C -3.95292 1.94290 -1.33272 -0.006 -0.031 0.051
C -3.72875 3.05984 -0.30953 -0.003 -0.002 0.000
C -3.66601 2.47363 -2.74611 0.014 0.000 -0.028
C -5.39989 1.45186 -1.24520 -0.020 -0.004 0.010
H -3.64035 -3.09143 -1.80603 -0.003 0.001 -0.008
H -2.39590 -3.58344 -0.63606 -0.004 0.000 0.018
H -1.95793 -3.30307 -2.31052 0.013 -0.019 0.012
H -4.23575 -0.80616 -1.79923 -0.005 -0.006 0.002
H 4.03952 -0.72986 -3.70907 -0.004 -0.008 -0.005
H 5.67905 -1.39669 -2.18906 0.010 0.000 0.002
H 5.01447 -2.17234 -0.74013 -0.008 -0.012 -0.007
H 5.66050 -0.54599 -0.63604 0.001 -0.007 0.009
H 3.42944 0.34955 -5.65149 0.007 0.013 0.008
H 2.06828 -0.13417 -6.64736 -0.002 -0.002 -0.004
H 2.79298 -1.30544 -5.55835 -0.003 -0.010 0.007
H 2.01942 2.30408 -4.79496 0.019 0.000 0.000
H 0.43445 2.00285 -4.06933 0.024 -0.059 -0.019
H 0.67975 1.77107 -5.81012 -0.003 -0.004 -0.011
H 0.49625 -1.73259 -4.47080 0.005 -0.004 -0.001
H -0.16460 -0.62600 -5.67726 -0.003 0.001 -0.005
H -0.49052 -0.34654 -3.96089 0.000 0.003 0.004
H -0.09775 6.01284 0.35047 0.015 0.016 0.001
H -0.17623 5.59810 2.79645 0.012 0.007 -0.003
H 1.19958 4.54396 3.13375 0.004 -0.007 0.009
H -0.44312 3.92598 3.30778 -0.003 -0.007 -0.001
H 1.99198 6.03311 -2.32498 0.005 -0.004 -0.003
H 0.96536 7.09000 -1.34329 -0.004 -0.004 0.021
H 0.88167 7.16609 -3.09474 -0.006 0.006 -0.004
H 0.93067 4.22343 -3.78871 -0.034 0.046 0.018
H -0.20846 5.40770 -4.43634 -0.002 0.008 -0.010
H -0.80524 3.91406 -3.70813 -0.003 0.020 0.008
H -1.55476 6.68081 -1.22734 0.003 -0.001 0.010
H -2.27986 5.34230 -2.13126 -0.004 -0.009 -0.010
H -1.65356 6.75711 -2.97879 0.006 0.007 -0.001
H -2.71661 3.45934 -0.36796 0.002 -0.002 -0.006
H -3.90137 2.70601 0.70915 0.001 -0.007 0.003
H -4.42894 3.87125 -0.50678 -0.009 0.007 -0.001
H -2.64081 2.84272 -2.81578 -0.002 0.005 0.008
H -4.34881 3.29093 -2.97993 -0.005 0.010 0.004
H -3.80334 1.69790 -3.50201 -0.008 -0.010 -0.003
H -5.59834 0.93843 -0.30180 0.005 0.005 0.012
H -5.66345 0.78634 -2.06787 -0.005 -0.004 -0.005
H -6.07351 2.30591 -1.30185 -0.002 0.006 -0.016
C 3.64167 -5.44935 1.13211 -0.015 0.000 0.005
C 2.78415 -6.52774 0.99010 -0.006 0.004 0.007
C 1.43139 -6.35691 1.24271 0.019 0.000 0.008
C 0.95654 -5.11406 1.62721 -0.051 0.027 0.048
N 1.80234 -4.07296 1.75453 -0.017 0.016 -0.104
C 3.10974 -4.23464 1.51261 0.026 -0.011 0.012
C -0.47573 -4.87599 1.96480 0.080 -0.028 -0.044
C -1.45910 -5.82764 1.75225 -0.008 0.033 -0.002
C -2.75662 -5.53093 2.13917 0.012 -0.002 0.010
C -3.03100 -4.31203 2.73183 0.013 -0.001 -0.030
C -1.99959 -3.39654 2.90681 -0.027 0.029 0.046
N -0.75535 -3.69007 2.51273 0.066 -0.071 0.114
C -2.20804 -2.08579 3.58987 -0.014 -0.050 0.005
C -3.47529 -1.59863 3.87766 0.028 0.012 0.011
C -3.59211 -0.41883 4.59802 0.004 -0.008 0.003
C -2.44426 0.23975 5.00271 -0.011 0.003 0.003
C -1.21956 -0.29693 4.64198 0.030 0.010 -0.009
N -1.09841 -1.42932 3.95220 -0.030 -0.019 -0.048
H 4.70350 -5.54057 0.95551 0.006 -0.002 0.000
H 3.16154 -7.49752 0.69496 0.001 -0.006 -0.004
H 0.76098 -7.19725 1.15393 -0.005 -0.008 0.003
H 3.73113 -3.35607 1.62639 0.004 -0.005 -0.006
H -1.23599 -6.78242 1.30293 0.007 -0.004 -0.014
H -3.54538 -6.25702 1.99617 -0.005 -0.004 -0.002
H -4.03033 -4.09276 3.07353 -0.010 -0.001 0.007
H -4.36370 -2.12260 3.55946 -0.012 -0.001 0.001
H -4.56953 -0.02885 4.84772 -0.005 0.002 0.000
H -2.49199 1.14824 5.58574 0.005 0.005 0.003
H -0.29594 0.19459 4.92536 0.008 0.010 -0.004
Br 5.26634 -2.31441 7.90739 0.025 0.001 0.034
C 4.21052 -2.28288 6.37623 -0.019 -0.007 -0.028
C 3.49472 -3.41277 5.99224 0.000 0.037 -0.024
C 2.72980 -3.34493 4.84787 -0.006 -0.031 0.002
N 2.64607 -2.24147 4.09186 -0.070 -0.007 -0.017
C 3.33053 -1.15400 4.47604 0.021 0.008 0.019
C 4.12587 -1.13059 5.60215 -0.015 -0.027 -0.001
H 3.53268 -4.32322 6.57238 0.007 -0.003 0.007
H 2.16154 -4.20647 4.51809 -0.007 -0.007 0.004
H 3.24378 -0.27420 3.84767 -0.002 0.010 -0.005
H 4.66987 -0.23648 5.86947 0.004 0.004 0.004
```
Positions in Å, forces in eV/Å.

Its relative energy (zero: lowest compared OMol25 entry of this formula, charge and spin) is 1.14 kcal/mol. The calculation puts the HOMO-LUMO gap at 0.2754 Ha. As for the calculated total energy: -6378.3337 Eh. Its charge is +3.


No. 2
C47H55F8N4O2Te2Y | ωB97M-V with the def2-TZVPD basis set

```
119
Properties=species:S:1:pos:R:3:forces:R:3
Y -0.17752 1.92308 -2.89641 -0.413 -0.440 -1.166
C -1.75471 -3.30432 -2.52461 0.485 -0.541 0.589
C -0.30582 -2.97731 -2.83943 -0.215 0.871 0.594
C 0.10746 -1.51071 -2.65133 0.905 -0.599 0.672
C 0.11316 -0.60996 -1.45916 0.512 -0.624 -0.472
C -0.75912 -0.40076 -0.30420 -1.154 -0.644 1.016
C -0.51052 -1.51155 0.73687 0.146 -1.008 1.371
C 1.73459 -0.30726 -1.52138 -2.396 1.367 -3.820
C 2.20344 0.89637 -2.45174 1.374 0.464 -0.151
C 2.13048 2.34452 -1.94212 -1.884 -0.998 1.560
C 3.16189 3.18720 -1.59874 1.317 -0.205 -1.023
C 4.48674 3.20097 -2.35559 -0.746 0.653 -0.375
C 4.24216 3.48314 -3.85987 -0.331 -1.550 -0.631
C 2.77955 3.95974 -0.49818 -0.457 -0.941 1.425
C 1.51644 3.41971 -0.09116 0.112 0.099 -2.220
C 1.01020 3.29127 1.23978 -0.325 -0.208 0.738
C 1.10289 2.05821 1.79898 2.214 -0.582 0.844
N 1.85458 1.04862 1.14004 -0.845 -0.262 0.018
C 2.29662 0.21653 2.05596 0.004 1.252 -1.687
C 3.07211 -0.91248 1.69674 -0.278 -1.453 -2.089
C 3.19887 -1.50486 0.41556 -1.096 1.758 2.441
N 2.64647 -1.12818 -0.82360 1.659 -2.481 0.915
C 3.10538 -2.13825 -1.74259 1.128 -0.495 0.769
C 2.60808 -2.05645 -2.96525 0.204 -0.325 -0.641
C 1.57802 -0.99201 -2.95036 -1.763 1.260 -1.269
N 1.52176 0.38256 -3.73397 0.658 -1.178 3.063
C 4.00546 -3.11171 -1.04848 -1.004 1.971 -0.637
C 3.98422 -2.74352 0.24893 0.424 -0.625 -0.166
C 4.59367 -3.57455 1.38132 -1.354 -0.498 -2.255
C 3.49942 -4.40462 2.05363 -0.210 0.546 -0.443
C 4.70238 -4.19766 -1.78012 1.143 -0.541 0.625
C 5.99079 -3.82455 -2.60714 -1.713 -1.180 -0.474
C 1.98842 0.65918 3.38081 -2.007 1.356 1.808
C 1.20733 1.78449 3.26868 0.263 -0.287 -1.420
C 0.50611 2.65504 4.25968 -0.973 -1.237 0.066
C 1.33890 3.81657 4.79328 0.160 0.176 -0.145
C 2.21696 -0.00976 4.68028 1.014 -1.486 2.024
C 3.69715 -0.03686 5.15234 -0.359 -2.614 -1.520
N 1.05876 2.51071 -1.01450 1.405 0.670 -0.292
C 3.67792 4.79738 0.37549 0.490 1.809 0.720
C 4.64206 4.08763 1.39841 0.525 -0.238 -0.968
H -2.33288 -2.98534 -3.35148 -1.070 0.834 -0.384
H -2.11739 -2.97551 -1.52897 0.168 0.080 -0.768
H -1.85934 -4.38342 -2.57943 0.003 -0.347 0.296
H -0.07348 -3.35294 -3.82482 0.036 0.375 -0.504
H 0.33320 -3.56558 -2.20382 0.473 -0.023 0.602
H -1.83906 -0.41665 -0.59252 0.886 -0.028 0.002
H -0.53844 0.59371 0.11526 -0.049 -0.352 0.052
H -1.40711 -1.66623 1.40174 0.841 0.355 -0.601
H 0.36252 -1.27837 1.40623 -0.829 -0.144 -0.682
H -0.29437 -2.54290 0.30964 -0.276 1.307 0.073
H 3.28257 0.70862 -2.53898 0.155 0.174 -0.035
H 5.10187 2.29979 -2.21065 -0.399 0.004 -0.038
H 5.06095 4.01096 -1.95214 0.562 0.545 0.344
H 3.68445 2.60350 -4.28459 0.744 0.469 0.194
H 5.16159 3.64479 -4.46929 -0.498 -0.116 0.552
H 3.50907 4.25678 -4.06133 0.332 0.485 0.395
H 0.71372 4.11845 1.86363 -0.045 0.299 0.092
H 3.35415 -1.48780 2.55192 0.705 -0.537 0.097
H 2.87045 -2.80741 -3.70926 -0.288 0.454 -0.146
H 5.03669 -2.93221 2.08848 0.892 0.599 0.861
H 5.29296 -4.27876 0.90754 0.260 0.510 0.420
H 2.75263 -3.68572 2.41974 -0.422 -0.696 -0.445
H 3.92852 -4.81151 2.91816 0.618 -0.824 1.500
H 3.14512 -5.28053 1.46414 -0.165 1.066 0.120
H 4.00212 -4.65676 -2.46071 -0.306 -0.320 -0.168
H 5.01552 -4.95069 -1.02026 -0.308 0.196 -0.664
H 5.73722 -3.05575 -3.33736 0.319 0.466 0.393
H 6.19343 -4.71303 -3.26318 0.312 0.598 0.864
H 6.79627 -3.59555 -1.92211 0.304 0.241 -0.290
H 0.18553 1.96429 5.10198 0.122 1.062 -0.749
H -0.38985 2.94256 3.66750 0.215 0.290 0.994
H 2.25844 3.35452 5.15649 0.073 0.324 0.383
H 0.83042 4.40086 5.58201 0.240 -0.444 -0.258
H 1.65283 4.52884 4.01230 -0.246 -0.331 0.100
H 1.98924 -1.10665 4.67917 -0.350 0.744 -0.466
H 1.65458 0.36827 5.56618 -0.146 0.189 -1.068
H 4.22738 -0.54121 4.29640 0.043 0.523 0.937
H 3.82487 -0.69869 6.03979 -0.074 0.687 -0.447
H 4.11615 0.91172 5.27352 0.649 1.537 0.416
H 3.04076 5.50575 1.03697 0.841 -0.974 -1.239
H 4.33842 5.45614 -0.26874 -0.889 -0.477 0.609
H 4.12424 3.25773 1.82703 -0.428 -0.784 0.336
H 4.89160 4.74204 2.24317 0.111 0.106 -0.365
H 5.60468 3.66030 0.95900 -1.251 0.710 0.308
O -5.02360 -0.22831 -1.42235 -0.135 1.875 -1.716
C -5.12498 0.61861 -2.18987 0.161 -1.869 1.703
F -0.71369 4.65768 -4.73375 -0.145 0.634 -0.086
C 0.28448 3.79167 -4.48261 0.838 -0.864 -0.283
F 1.38384 4.59701 -4.07594 -1.001 -0.309 -0.921
F 0.61491 3.30637 -5.80581 0.099 0.701 1.177
C -9.94307 -1.88482 -0.33423 1.766 -2.688 1.056
C -9.32633 -1.29037 0.91815 0.557 0.932 -0.150
C -9.26266 -1.90481 2.17914 0.353 0.837 -0.053
C -8.58133 -1.28760 3.25929 0.566 1.204 -0.166
C -8.32742 -2.01497 4.53863 -0.394 -2.705 -0.179
C -8.03704 0.04321 3.14921 -0.638 -0.889 -0.366
Te -7.14285 1.17952 4.79150 -0.422 -0.708 -0.443
C -8.10470 0.61460 1.85550 0.433 0.461 1.395
C -7.56278 1.99687 1.65721 0.919 -0.340 -2.148
C -8.64600 -0.06184 0.77970 -0.412 -0.736 -0.106
H -10.93637 -1.73410 -0.60572 -2.133 0.586 0.400
H -9.79729 -3.00500 -0.32016 -0.326 0.846 0.142
H -9.44498 -1.62179 -1.22885 1.094 0.730 -0.807
H -9.71340 -2.88244 2.30601 0.025 -0.092 0.151
H -9.02177 -2.91304 4.60596 0.841 0.644 -0.208
H -8.52413 -1.48395 5.43559 -0.109 1.028 0.587
H -7.27029 -2.39404 4.64499 -0.924 0.432 -0.327
H -6.58881 2.19284 2.10714 0.016 -0.413 0.004
H -8.17510 2.78358 2.03003 -0.867 0.464 0.402
H -7.47444 2.11678 0.54614 0.041 0.329 0.724
H -8.46988 0.34474 -0.21787 -0.412 0.065 0.137
F -3.48348 0.44960 -6.47212 0.562 -0.631 0.540
Te -1.99409 -0.61042 -5.80041 -0.132 -0.291 -1.492
F -2.23756 1.97544 -3.43982 0.858 -0.236 0.208
F -1.86640 -0.97988 -7.68707 0.045 0.051 1.522
F -0.74875 -2.15294 -5.68532 -0.821 0.821 -0.125
F -3.27951 -1.85179 -5.23276 0.351 0.430 -0.341
O -0.75550 -0.39236 -2.79473 0.860 -0.145 0.748
```
Positions in Å, forces in eV/Å.

Its relative energy (zero: lowest compared OMol25 entry of this formula, charge and spin) is 280.78 kcal/mol. The calculation puts the HOMO-LUMO gap at 0.1563 Ha. As for the calculated total energy: -3566.6563 Eh. Its charge is -2.